# 1
ORCA calculation (the ωB97M-V functional and the def2-TZVPD basis) on C40H40CaF10GeN3O3 as an isolated structure.

Geometry as XYZ:
```
98
C40H40CaF10GeN3O3 (the ωB97M-V functional and the def2-TZVPD basis)
Ca 0.15477 -0.16698 2.10259
C -2.79825 0.50680 0.44114
N -2.39005 -0.03011 1.72858
C -2.90324 0.84001 2.79793
C -2.46623 0.41780 4.16528
N -1.05786 0.19394 4.15767
C -0.45785 0.04939 5.31472
C 0.83180 -0.46561 5.20296
F 1.22825 -0.87481 3.93436
C 1.73933 -0.58793 6.17942
F 2.98983 -0.96262 5.80081
C 1.39410 -0.26136 7.46491
F 2.29303 -0.29539 8.46028
C 0.10585 0.17158 7.66830
F -0.34695 0.50802 8.91485
C -0.84367 0.34382 6.63542
F -2.03846 0.87609 6.94951
C -2.78056 -1.44138 1.91573
C -2.13735 -2.25121 0.82196
N -0.70142 -2.05723 0.84713
C 0.07272 -3.06884 0.44661
C -0.33100 -4.04945 -0.48176
F -1.50973 -3.97819 -1.13397
C 0.51905 -5.01993 -0.97821
F 0.04306 -5.88228 -1.86504
C 1.91182 -4.93234 -0.71127
F 2.81490 -5.81633 -1.21916
C 2.31119 -3.95737 0.17173
F 3.61257 -3.96297 0.48995
C 1.41572 -3.10265 0.74193
F 1.88344 -2.12973 1.55069
H -3.83639 0.21008 0.23261
H -2.20461 -0.00745 -0.33051
H -2.69537 1.57253 0.52404
H -4.00293 0.87499 2.77966
H -2.58177 1.87996 2.62886
H -2.93235 -0.52106 4.55757
H -2.80145 1.24491 4.84051
H -3.89683 -1.48730 1.95900
H -2.44519 -1.78297 2.94898
H -2.61157 -2.12489 -0.14210
H -2.40772 -3.33128 1.02512
C 4.01690 0.16134 -0.02383
O 3.09728 0.89060 0.81524
C 3.51258 0.99396 2.17364
C 2.80228 2.12526 2.81552
O 1.36192 1.89045 2.88330
C 0.70974 2.84908 3.70054
H 4.53167 -0.60962 0.55097
H 4.74346 0.81162 -0.47462
H 3.51860 -0.36472 -0.82911
H 4.62087 1.20060 2.22064
H 3.43270 0.04971 2.73261
H 2.98915 2.97305 2.25908
H 3.07007 2.26823 3.84896
H 1.08595 2.81937 4.73215
H -0.34058 2.64644 3.72005
H 0.89986 3.83911 3.30606
C 0.38944 2.72823 0.06698
O 0.18549 1.35189 0.15662
H -0.13795 3.19497 0.89884
H 0.15996 3.20466 -0.90654
H 1.47543 2.92630 0.24960
H -0.69171 1.12906 -0.18637
C 0.76071 4.81032 -4.67680
C -0.59940 4.58057 -4.44272
C -1.05300 3.31925 -4.02692
C -0.16067 2.27770 -3.92162
C 1.18927 2.50374 -4.20745
C 1.64226 3.79246 -4.45176
Ge -0.57098 0.50644 -3.26628
C 0.87250 -0.80911 -3.73119
C 1.56807 -1.37247 -2.64682
C 2.68485 -2.14654 -2.86691
C 3.05600 -2.51571 -4.11844
C 2.27650 -2.12382 -5.20395
C 1.29981 -1.17133 -5.03928
C -2.33944 -0.04014 -4.08324
C -3.13715 -0.92121 -3.32763
C -4.40239 -1.33655 -3.64548
C -4.90878 -0.85512 -4.82522
C -4.20862 0.02831 -5.65037
C -2.95542 0.39809 -5.27642
H 1.14778 5.78260 -4.96587
H -1.30436 5.35840 -4.60403
H -2.10087 3.15160 -3.77680
H 1.85619 1.67960 -4.03271
H 2.68352 4.02561 -4.45916
H 1.19983 -1.21920 -1.65313
H 3.26912 -2.50662 -2.05460
H 3.86394 -3.20191 -4.20084
H 2.66461 -2.47149 -6.15150
H 0.81694 -0.73005 -5.89765
H -2.68997 -1.35625 -2.44329
H -4.95096 -2.02336 -3.03358
H -5.93940 -1.11317 -5.14892
H -4.64479 0.30643 -6.55771
H -2.46145 1.17309 -5.86079
```

Summary:
total charge = 0
spin multiplicity = 2
<S²> = 0.7535
lowest unoccupied orbital energy (spin up / spin down) = 0.2 / -1.5 eV
total energy = -5691.2734 Ha
Kohn-Sham gap (spin up / spin down) = 7.30 / 5.62 eV
ΔE to the lowest compared entry with this formula, charge and spin = 25.4 kcal per mole

# 2
ORCA calculation (the ωB97M-V functional and the def2-TZVPD basis) on a 2-piece molecular cluster, C5H6O overall.

Geometry as XYZ:
```
12
C5H6O (the ωB97M-V functional and the def2-TZVPD basis)
C 1.29793 0.65151 -0.98572
C 0.43027 -0.41565 -0.46315
C -0.52944 -1.29392 -0.56245
O -1.53506 -1.85784 -0.17046
C -1.46895 -0.00835 1.75902
C -0.69571 0.90704 1.62032
H 1.58844 0.43849 -2.02025
H 2.21190 0.75894 -0.39189
H 0.77001 1.61345 -1.00487
H 0.20158 -1.76829 -1.37208
H -2.13117 -0.83752 1.86685
H -0.13980 1.81213 1.72469
```

Summary:
total charge = 0
lowest unoccupied orbital energy = 0.1 eV
total energy = -269.1379 Ha
Kohn-Sham gap = 8.90 eV
ΔE to the lowest compared entry with this formula, charge and spin = 130.7 kcal per mole

# 3
ORCA calculation (the ωB97M-V functional and the def2-TZVPD basis) on C4H5O6Tl as an isolated structure.

Geometry as XYZ:
```
16
C4H5O6Tl (the ωB97M-V functional and the def2-TZVPD basis)
H -0.14722 0.53648 1.89288
C 0.73184 0.39334 1.24723
C 0.71189 1.42756 0.13274
O -0.52259 1.39242 -0.56908
C -0.69845 0.57727 -1.66499
O 0.31875 0.16671 -2.26534
O -1.89609 0.27487 -1.84874
Tl 1.17219 -1.69744 -1.35457
O 0.73940 -0.91675 0.72896
H 1.63915 0.55613 1.85391
H 1.54366 1.28656 -0.56985
H 0.79553 2.43426 0.56670
H -1.89345 -0.72254 0.07264
O -0.38237 -2.73424 -0.05611
O -1.64692 -1.13142 0.97639
C -0.46532 -1.84322 0.85723
```

Summary:
total charge = -1
spin multiplicity = 2
<S²> = 0.7532
lowest unoccupied orbital energy (spin up / spin down) = 3.0 / 3.0 eV
total energy = -779.3784 Ha
Kohn-Sham gap (spin up / spin down) = 5.88 / 7.64 eV
ΔE to the lowest compared entry with this formula, charge and spin = 0.0 kcal per mole

# 4
ORCA calculation (the ωB97M-V functional and the def2-TZVPD basis) on C8H9BCl2F4IrOS as an isolated structure.

Geometry as XYZ:
```
27
C8H9BCl2F4IrOS (the ωB97M-V functional and the def2-TZVPD basis)
Ir 0.20195 1.41540 -1.01380
Cl -1.17175 -0.87182 -0.98623
C -0.90205 -1.53544 0.57616
C -1.62761 -2.66725 0.91915
C -1.44902 -3.27365 2.14732
C -0.51020 -2.76588 3.03339
C 0.20485 -1.63557 2.69250
Cl 1.36142 -1.03258 3.81054
C 0.01406 -0.95949 1.47408
S 0.87531 0.53181 1.22508
H -2.33557 -3.05841 0.20897
H -2.03397 -4.13926 2.41283
H -0.33685 -3.23914 3.98775
F 1.42718 -0.15008 -2.37025
B 2.50035 -0.99816 -2.87879
F 3.44408 -1.10172 -1.89156
F 1.94701 -2.21824 -3.17434
F 3.00347 -0.39090 -3.99894
C -2.35479 3.06461 0.06387
O -1.83341 2.13059 -0.78779
H -1.75568 3.98860 0.09943
H -2.43809 2.67478 1.09398
H -3.37237 3.33871 -0.26638
C 1.59475 3.03218 -1.52406
H 1.25691 3.59394 -2.39298
H 2.53766 2.54672 -1.76194
H 1.75237 3.72023 -0.69799
```

Summary:
total charge = -1
lowest unoccupied orbital energy = 1.7 eV
total energy = -2232.9154 Ha
Kohn-Sham gap = 6.97 eV
ΔE to the lowest compared entry with this formula, charge and spin = 47.7 kcal per mole

# 5
ORCA calculation (the ωB97M-V functional and the def2-TZVPD basis) on C56H46BiFGeINOP3 as an isolated structure.

Geometry as XYZ:
```
111
C56H46BiFGeINOP3 (the ωB97M-V functional and the def2-TZVPD basis)
Bi 0.29699 -0.09937 0.27501
F 4.30141 -2.20504 4.15482
Ge 3.09604 -1.59186 3.02135
C 3.90395 -2.45134 1.41489
C 5.03003 -3.20483 1.76780
C 5.79437 -3.87174 0.82092
C 5.46547 -3.79814 -0.52235
C 4.36277 -3.06052 -0.90182
C 3.57367 -2.40228 0.05372
P 2.22835 -1.54968 -0.78412
C 3.07053 -0.47833 -1.98101
C 2.55042 -0.20169 -3.24686
C 3.30292 0.52984 -4.15322
C 4.56459 0.99333 -3.80734
C 5.07798 0.73047 -2.54513
C 4.33420 0.00596 -1.62934
C 1.22146 -2.77207 -1.65091
C 0.16443 -2.33650 -2.46073
C -0.54118 -3.25008 -3.22392
C -0.22715 -4.60144 -3.15726
C 0.77097 -5.04330 -2.29977
C 1.49463 -4.13598 -1.54050
C 1.56232 -2.47414 3.91642
C 1.95390 -3.17984 5.05936
C 1.03926 -3.88610 5.82645
C -0.30112 -3.91210 5.47391
C -0.71493 -3.22464 4.35061
C 0.20587 -2.50630 3.57176
P -0.61169 -1.71755 2.17665
C -1.93057 -0.69135 2.89676
C -2.99313 -0.22307 2.11514
C -4.03502 0.47805 2.69842
C -4.01293 0.75280 4.05897
C -2.93199 0.34875 4.82824
C -1.89082 -0.36628 4.25493
C -1.32735 -3.07344 1.19735
C -0.98243 -4.39608 1.48761
C -1.58826 -5.43882 0.80270
C -2.52853 -5.17797 -0.18248
C -2.83159 -3.86563 -0.51887
C -2.22242 -2.81856 0.15205
C 3.47325 0.32985 3.39182
C 4.49932 0.47008 4.33418
C 4.94941 1.71609 4.74740
C 4.38952 2.87164 4.22727
C 3.37530 2.76592 3.29711
C 2.91072 1.50864 2.88358
P 1.57444 1.71443 1.69856
C 2.22549 2.83228 0.42524
C 1.38394 3.64260 -0.34171
C 1.92604 4.53019 -1.25708
C 3.30317 4.61956 -1.41274
C 4.14056 3.80506 -0.66377
C 3.60881 2.90236 0.24317
C 0.19554 2.49621 2.57031
C -0.97016 2.84320 1.87738
C -1.97840 3.53984 2.51904
C -1.85054 3.86728 3.86303
C -0.72715 3.46658 4.57196
C 0.29296 2.77606 3.93537
H 5.32808 -3.27136 2.80168
H 6.65684 -4.44201 1.14207
H 6.06230 -4.30484 -1.27056
H 4.10930 -2.99173 -1.95362
H 1.59719 -0.59486 -3.55877
H 2.91741 0.70028 -5.15215
H 5.15815 1.53909 -4.53160
H 6.07157 1.07034 -2.27955
H 4.76152 -0.22414 -0.66003
H -0.10628 -1.28524 -2.51102
H -1.33854 -2.90811 -3.87329
H -0.77319 -5.31335 -3.76498
H 0.99921 -6.09989 -2.22820
H 2.28289 -4.49397 -0.89215
H 2.98980 -3.18300 5.35996
H 1.38308 -4.41945 6.70372
H -1.02097 -4.46267 6.06727
H -1.76227 -3.24041 4.07134
H -3.04587 -0.43085 1.05620
H -4.87055 0.80310 2.08959
H -4.83685 1.28738 4.51687
H -2.90209 0.57498 5.88758
H -1.06799 -0.69235 4.87679
H -0.26666 -4.62165 2.26600
H -1.33034 -6.46099 1.05318
H -3.01813 -5.99601 -0.69761
H -3.54800 -3.65459 -1.30400
H -2.47224 -1.80880 -0.14282
H 4.96457 -0.40687 4.75548
H 5.74621 1.77629 5.47821
H 4.73838 3.84829 4.53989
H 2.93931 3.66825 2.88406
H 0.31244 3.63838 -0.20016
H 1.26719 5.17733 -1.82394
H 3.72343 5.33666 -2.10781
H 5.21578 3.88484 -0.77149
H 4.27582 2.28732 0.83454
H -1.09828 2.58998 0.82927
H -2.86458 3.83193 1.96741
H -2.63641 4.42293 4.36104
H -0.63591 3.69975 5.62631
H 1.16783 2.48568 4.50042
N -0.23238 2.73254 -3.77711
C -0.83224 2.08350 -2.77548
O -0.26633 1.16779 -2.16042
C -2.24577 2.49326 -2.44172
I -2.32654 4.51255 -1.72853
H 0.70264 2.47242 -4.04697
H -0.69486 3.46498 -4.29148
H -2.63617 1.85838 -1.65673
H -2.89393 2.44226 -3.31372
```

Summary:
total charge = +3
lowest unoccupied orbital energy = -8.0 eV
total energy = -6003.9411 Ha
Kohn-Sham gap = 8.04 eV
ΔE to the lowest compared entry with this formula, charge and spin = 0.0 kcal per mole

# 6
ORCA calculation (the ωB97M-V functional and the def2-TZVPD basis) on C4H7NO2 as an isolated structure.

Geometry as XYZ:
```
14
C4H7NO2 (the ωB97M-V functional and the def2-TZVPD basis)
N -1.16109 -1.95606 1.01048
C -0.32409 -0.88664 0.89663
O 0.30604 -0.44179 1.83867
C -0.21790 -0.28769 -0.50953
C 0.07656 1.19360 -0.40904
C 1.40427 1.65211 0.05467
O 0.69461 1.69702 -1.61503
H -1.20476 -2.44370 1.89337
H -1.63575 -2.35502 0.21752
H -1.12348 -0.48310 -1.09922
H 0.62139 -0.77088 -1.02780
H -0.79332 1.78299 -0.10198
H 2.11252 0.80952 0.00798
H 1.24500 2.48964 -1.15671
```

Summary:
total charge = 0
lowest unoccupied orbital energy = 0.7 eV
total energy = -361.7141 Ha
Kohn-Sham gap = 9.77 eV
ΔE to the lowest compared entry with this formula, charge and spin = 104.7 kcal per mole